w.
{
  "formula": "C7H17NO",
  "method": "ωB97M-V/def2-TZVPD",
  "symbols": ["C", "C", "N", "C", "C", "C", "O", "H", "H", "H", "H", "H", "H", "H", "H", "H", "H", "H", "C", "C", "H", "H", "H", "H", "H", "H"],
  "positions_angstrom": [[-0.981, 0.579, 0.404], [-0.727, -1.044, 0.801], [0.513, -1.647, 0.034], [1.575, -2.295, 0.988], [0.636, -1.552, -1.302], [-0.499, -1.001, -2.230], [1.810, -1.992, -1.758], [-0.049, 0.944, -0.001], [-0.611, 1.473, 1.234], [-2.019, 0.808, -0.039], [-0.886, -1.330, 1.744], [-1.390, -1.559, 0.134], [1.328, -2.192, 2.164], [1.824, -3.187, 0.560], [2.412, -1.645, 0.839], [-0.434, 0.026, -2.340], [-0.296, -1.422, -3.290], [-1.489, -1.115, -1.894], [-0.145, 3.832, 1.234], [-1.678, 3.779, 1.323], [0.199, 4.761, 1.791], [0.251, 2.919, 1.621], [0.258, 3.816, 0.190], [-1.895, 3.898, 0.211], [-2.251, 4.640, 1.821], [-2.112, 2.837, 1.772]],
  "lowdin_charge": [-0.064, -0.087, -0.098, 0.009, -0.417, -0.001, -0.090, 0.035, 0.078, 0.096, 0.046, 0.071, 0.136, 0.036, 0.061, 0.039, 0.122, 0.044, -0.201, -0.203, 0.086, 0.013, 0.078, 0.076, 0.078, 0.057],
  "smiles": "CCN(C)C(C)=O.CC",
  "homo_ev": -8.85,
  "orbital_gap_ev": 9.6,
  "total_charge": 0,
  "lumo_ev": 0.73
}

x.
{
  "formula": "C7H17NO",
  "method": "ωB97M-V/def2-TZVPD",
  "symbols": ["C", "N", "C", "C", "O", "H", "H", "H", "H", "H", "H", "H", "C", "C", "C", "C", "H", "H", "H", "H", "H", "H", "H", "H", "H", "H"],
  "positions_angstrom": [[-0.817, -1.367, 4.326], [-0.139, -0.089, 4.413], [-0.734, 1.051, 3.963], [0.090, 2.312, 4.117], [-1.858, 1.037, 3.470], [-0.162, -2.151, 4.744], [-1.046, -1.622, 3.278], [-1.760, -1.354, 4.899], [0.799, -0.036, 4.818], [1.037, 2.236, 3.557], [-0.485, 3.166, 3.723], [0.324, 2.504, 5.178], [-0.897, -1.159, -3.479], [0.443, -0.474, -3.214], [1.535, -1.062, -4.107], [0.328, 1.035, -3.424], [-1.197, -0.991, -4.527], [-1.681, -0.752, -2.819], [-0.821, -2.246, -3.305], [0.724, -0.657, -2.157], [1.278, -0.891, -5.166], [2.508, -0.584, -3.901], [1.634, -2.147, -3.940], [-0.444, 1.464, -2.763], [1.289, 1.533, -3.211], [0.050, 1.242, -4.471]],
  "lowdin_charge": [-0.089, -0.021, -0.560, -0.017, 0.036, 0.084, 0.088, 0.089, 0.139, 0.083, 0.086, 0.083, -0.103, -0.521, -0.104, -0.104, 0.081, 0.078, 0.076, 0.130, 0.081, 0.076, 0.076, 0.077, 0.076, 0.081],
  "smiles": "CNC(C)=O.CC(C)C",
  "homo_ev": -9.70,
  "orbital_gap_ev": 10.4,
  "total_charge": 0,
  "lumo_ev": 0.74
}

Going by the computed energies, the most stable comes first: x, w.

w.
{
  "formula": "C5H13N2O",
  "method": "ωB97M-V/def2-TZVPD",
  "symbols": ["N", "C", "C", "C", "N", "C", "C", "O", "H", "H", "H", "H", "H", "H", "H", "H", "H", "H", "H", "H", "H"],
  "positions_angstrom": [[-1.879, -1.758, 0.549], [-1.157, -0.800, -0.319], [0.178, -1.414, -0.718], [-1.296, 0.631, 0.267], [-2.655, 1.092, 0.144], [2.363, 1.084, -0.659], [2.286, 1.035, 0.732], [2.369, 1.960, 1.592], [-1.231, -2.070, 1.268], [-2.582, -1.259, 1.080], [-1.739, -0.743, -1.245], [0.059, -2.451, -1.033], [0.856, -1.432, 0.145], [0.596, -0.798, -1.497], [-1.096, 0.673, 1.351], [-0.681, 1.349, -0.346], [-2.726, 1.624, -0.725], [2.784, 0.245, -1.189], [2.370, 2.066, -1.111], [2.420, 0.000, 1.133], [0.763, 0.967, 0.582]],
  "lowdin_charge": [0.006, -0.476, -0.105, -0.483, -0.147, 0.009, -0.605, -0.160, 0.046, 0.038, 0.109, 0.065, 0.052, 0.048, 0.093, 0.096, -0.075, 0.048, 0.057, 0.103, 0.279],
  "homo_ev": -2.35,
  "orbital_gap_ev": 4.9,
  "total_charge": -1,
  "lumo_ev": 2.59
}

x.
{
  "formula": "C5H13N2O",
  "method": "ωB97M-V/def2-TZVPD",
  "symbols": ["C", "N", "C", "C", "C", "N", "C", "O", "H", "H", "H", "H", "H", "H", "H", "H", "H", "H", "H", "H", "H"],
  "positions_angstrom": [[0.857, -2.680, 1.099], [0.872, -1.232, 1.342], [1.003, -0.584, 0.029], [0.146, 0.690, -0.086], [0.638, 1.749, -1.201], [-1.172, 0.222, -0.251], [-2.179, 1.426, -0.057], [-2.937, 1.462, -1.063], [1.901, -2.853, 0.812], [0.116, -3.044, 0.350], [0.587, -3.308, 2.000], [0.085, -0.850, 1.894], [0.789, -1.252, -0.874], [2.167, -0.483, -0.122], [0.443, 1.265, 0.882], [0.542, 1.207, -2.192], [1.632, 2.113, -1.177], [-0.141, 2.501, -1.071], [-1.277, -0.010, -1.253], [-1.450, 2.355, 0.068], [-2.624, 1.305, 0.871]],
  "lowdin_charge": [-0.184, -0.149, -0.284, -0.485, -0.067, -0.025, -0.589, -0.267, 0.064, 0.070, 0.073, 0.102, 0.109, 0.122, 0.151, 0.080, 0.031, 0.036, 0.094, 0.076, 0.043],
  "smiles": "CNC[C@@H](C)NC[O-]",
  "homo_ev": -2.64,
  "orbital_gap_ev": 6.4,
  "total_charge": -1,
  "lumo_ev": 3.79
}

Going by the computed energies, the most stable comes first: x, w.

w.
{
  "formula": "CH3INP",
  "method": "ωB97M-V/def2-TZVPD",
  "symbols": ["C", "N", "P", "I", "H", "H", "H"],
  "positions_angstrom": [[0.476, 0.938, 0.331], [-0.466, 0.031, -0.142], [-0.049, -1.912, -0.308], [-2.077, -2.773, -1.207], [0.917, 1.473, -0.522], [1.292, 0.554, 0.948], [-0.093, 1.689, 0.899]],
  "lowdin_charge": [-0.354, -0.343, 0.263, 0.217, 0.082, 0.058, 0.077],
  "smiles": "C/N=P/I",
  "homo_ev": [-8.62, -8.72],
  "orbital_gap_ev": [7.2, 7.2],
  "total_charge": 0,
  "lumo_ev": [-1.43, -1.51]
}

x.
{
  "formula": "CH3INP",
  "method": "ωB97M-V/def2-TZVPD",
  "symbols": ["C", "N", "P", "I", "H", "H", "H"],
  "positions_angstrom": [[1.155, 2.796, 0.013], [1.811, 1.727, -0.121], [2.691, 0.527, -0.134], [-3.643, 0.394, 0.029], [1.572, 3.457, 0.754], [0.186, 3.068, -0.325], [-2.278, -0.245, -0.308]],
  "lowdin_charge": [-0.152, -0.658, 0.699, 0.404, 0.063, 0.052, -0.409],
  "homo_ev": -7.35,
  "orbital_gap_ev": 7.1,
  "total_charge": 0,
  "lumo_ev": -0.27
}

Going by the computed energies, the most stable comes first: x, w.

w.
{
  "formula": "C21H30N4O3",
  "method": "ωB97M-V/def2-TZVPD",
  "symbols": ["O", "C", "N", "C", "H", "C", "N", "C", "C", "H", "H", "H", "H", "C", "H", "C", "O", "H", "H", "H", "H", "H", "H", "H", "C", "C", "C", "N", "N", "C", "O", "C", "H", "H", "C", "C", "H", "H", "C", "C", "C", "C", "C", "C", "C", "H", "H", "H", "H", "H", "H", "H", "H", "H", "H", "H", "H", "H"],
  "positions_angstrom": [[-1.455, -1.287, 2.038], [-0.708, -2.067, 1.258], [0.482, -1.615, 0.696], [1.196, -2.517, -0.203], [1.033, -2.279, -1.348], [2.564, -2.477, 0.299], [3.017, -1.158, 0.543], [2.218, -0.273, 1.155], [0.719, -0.304, 0.754], [0.687, 0.132, -0.125], [0.087, 0.365, 1.610], [2.231, -0.652, 2.167], [2.596, 0.561, 1.225], [3.412, -0.278, -0.851], [2.659, -0.617, -1.810], [4.733, -0.786, -1.217], [5.782, -0.636, -0.290], [5.306, -0.800, 0.575], [4.942, -1.716, -1.669], [5.060, -0.129, -2.106], [3.325, 0.706, -0.802], [2.618, -2.776, 1.380], [3.228, -2.812, -0.420], [0.784, -3.482, 0.015], [-1.410, -3.283, 0.723], [-1.835, -3.518, -0.499], [-2.323, -2.374, -0.938], [-1.639, -1.238, -1.752], [-2.446, -0.275, -1.665], [-3.371, -0.416, -0.949], [-3.441, -1.496, -0.513], [-4.460, 0.616, -0.825], [-4.387, 1.433, -1.466], [-5.432, 0.038, -0.696], [-4.173, 1.216, 0.675], [-2.652, 1.949, 0.871], [-2.006, 0.891, 0.568], [-2.567, 2.156, 2.112], [-2.292, 2.860, -0.165], [-0.903, 3.153, -0.054], [0.087, 2.467, -1.023], [1.240, 2.797, -0.924], [1.881, 3.326, -0.064], [1.149, 3.697, 0.975], [-0.280, 3.734, 0.845], [-0.624, 3.991, 1.714], [1.743, 4.234, 1.827], [3.182, 3.364, -0.037], [2.007, 2.457, -2.090], [-0.590, 2.091, -1.959], [-2.527, 2.542, -1.232], [-2.767, 3.795, -0.007], [-4.636, 2.184, 0.706], [-4.278, 0.463, 1.550], [-1.023, -3.952, -1.054], [-2.724, -4.129, -0.335], [-2.269, -3.650, 1.582], [-0.750, -4.224, 1.220]],
  "lowdin_charge": [-0.050, -0.301, -0.059, -0.123, 0.167, -0.182, -0.114, -0.240, -0.148, 0.052, 0.212, 0.137, 0.034, -0.053, 0.184, -0.333, -0.077, 0.103, 0.094, 0.141, 0.030, 0.165, 0.102, 0.096, -0.233, -0.267, -0.077, 0.164, 0.023, -0.651, 0.199, -0.028, 0.081, 0.140, -0.126, -0.183, 0.141, 0.190, -0.253, -0.243, -0.043, -0.329, -0.209, -0.036, -0.073, 0.071, 0.146, 0.204, 0.210, 0.174, 0.139, 0.122, 0.068, 0.131, 0.153, 0.168, 0.201, 0.187],
  "homo_ev": -8.29,
  "orbital_gap_ev": 8.5,
  "total_charge": 0,
  "lumo_ev": 0.25
}

x.
{
  "formula": "C21H30N4O3",
  "method": "ωB97M-V/def2-TZVPD",
  "symbols": ["C", "O", "C", "C", "C", "C", "N", "C", "C", "N", "C", "O", "C", "C", "N", "C", "C", "C", "C", "C", "C", "N", "C", "O", "C", "C", "C", "C", "H", "H", "H", "H", "H", "H", "H", "H", "H", "H", "H", "H", "H", "H", "H", "H", "H", "H", "H", "H", "H", "H", "H", "H", "H", "H", "H", "H", "H", "H"],
  "positions_angstrom": [[-0.390, 8.126, 0.349], [-0.581, 7.197, 1.385], [0.105, 6.014, 1.326], [0.983, 5.642, 0.316], [1.618, 4.415, 0.361], [1.396, 3.504, 1.396], [2.101, 2.301, 1.419], [2.171, 1.504, 0.211], [0.965, 0.553, 0.114], [0.921, -0.294, 1.285], [1.124, -1.629, 1.349], [1.124, -2.227, 2.412], [1.289, -2.364, 0.031], [-0.068, -2.537, -0.674], [-0.612, -3.844, -0.376], [-1.811, -4.106, -1.142], [-2.533, -5.365, -0.675], [-3.729, -5.647, -1.580], [-3.293, -5.785, -3.037], [-2.551, -4.535, -3.504], [-1.353, -4.287, -2.591], [-0.616, -3.108, -2.992], [0.082, -2.302, -2.177], [0.749, -1.376, -2.604], [0.841, 0.474, 2.514], [2.034, 1.438, 2.579], [0.518, 3.898, 2.411], [-0.108, 5.126, 2.377], [0.652, 8.458, 0.291], [-0.694, 7.717, -0.621], [-1.025, 8.977, 0.593], [1.193, 6.301, -0.511], [2.316, 4.175, -0.426], [2.192, 2.141, -0.670], [3.094, 0.916, 0.241], [1.016, -0.024, -0.808], [0.048, 1.157, 0.095], [1.987, -1.846, -0.626], [1.683, -3.356, 0.252], [-0.753, -1.725, -0.346], [-0.771, -3.930, 0.623], [-2.517, -3.251, -1.104], [-1.833, -6.202, -0.702], [-2.865, -5.236, 0.357], [-4.227, -6.562, -1.257], [-4.447, -4.827, -1.494], [-4.166, -5.952, -3.670], [-2.636, -6.651, -3.137], [-3.217, -3.670, -3.467], [-2.214, -4.661, -4.535], [-0.684, -5.159, -2.627], [-0.493, -2.949, -3.983], [0.860, -0.227, 3.350], [-0.101, 1.032, 2.522], [2.004, 2.037, 3.488], [2.955, 0.845, 2.595], [0.307, 3.248, 3.245], [-0.785, 5.417, 3.166]],
  "lowdin_charge": [-0.100, -0.094, -0.286, -0.024, -0.019, -0.236, -0.108, -0.128, -0.110, -0.054, -0.458, 0.046, -0.034, -0.239, 0.032, -0.318, -0.147, -0.198, -0.198, -0.149, -0.278, 0.137, -0.435, 0.043, -0.111, -0.140, -0.023, -0.005, 0.094, 0.094, 0.091, 0.102, 0.107, 0.111, 0.131, 0.095, 0.139, 0.116, 0.130, 0.164, 0.133, 0.165, 0.124, 0.118, 0.110, 0.115, 0.110, 0.115, 0.124, 0.115, 0.161, 0.156, 0.121, 0.125, 0.118, 0.131, 0.098, 0.118],
  "smiles": "COc1ccc(N2CCN(C(=O)C[C@@H]3N[C@@H]4CCCC[C@H]4NC3=O)CC2)cc1",
  "homo_ev": -7.22,
  "orbital_gap_ev": 8.0,
  "total_charge": 0,
  "lumo_ev": 0.79
}

Going by the computed energies, the most stable comes first: x, w.

w.
{
  "formula": "C6H11P",
  "method": "ωB97M-V/def2-TZVPD",
  "symbols": ["C", "C", "P", "C", "C", "C", "C", "H", "H", "H", "H", "H", "H", "H", "H", "H", "H", "H"],
  "positions_angstrom": [[0.924, -2.399, -0.200], [1.239, -1.014, 0.082], [2.534, 0.543, -0.216], [0.866, 0.210, 0.816], [-0.340, 1.059, 0.391], [-0.224, 1.489, -1.137], [-1.767, 0.481, 0.628], [-0.141, -2.874, 0.175], [1.740, -2.849, 0.367], [1.224, -2.578, -1.291], [0.918, 0.005, 1.904], [-0.200, 2.102, 0.942], [-0.811, 0.928, -1.839], [0.868, 1.484, -1.395], [-0.571, 2.536, -1.153], [-2.378, 0.798, 1.474], [-1.604, -0.674, 0.718], [-2.278, 0.752, -0.266]],
  "lowdin_charge": [-0.147, -0.401, 0.897, -0.571, -0.437, -0.129, -0.071, 0.133, 0.067, 0.099, 0.099, 0.151, 0.060, -0.031, 0.074, 0.063, 0.101, 0.040],
  "smiles": "CC1=P[C@H]1C(C)C",
  "homo_ev": [-7.72, -7.58],
  "orbital_gap_ev": [8.0, 7.2],
  "total_charge": 0,
  "lumo_ev": [0.31, -0.34]
}

x.
{
  "formula": "C6H11P",
  "method": "ωB97M-V/def2-TZVPD",
  "symbols": ["C", "C", "C", "C", "C", "C", "P", "H", "H", "H", "H", "H", "H", "H", "H", "H", "H", "H"],
  "positions_angstrom": [[-1.406, -2.248, 0.547], [-0.455, -1.221, 1.024], [-0.882, -0.342, -0.099], [-1.960, 0.582, -0.503], [2.136, 1.451, -0.732], [1.774, 0.426, 0.333], [0.768, -1.000, -0.376], [-1.109, -2.969, -0.192], [-2.430, -2.230, 0.876], [-0.289, -0.950, 2.060], [-2.923, 0.075, -0.570], [-1.740, 1.009, -1.482], [-2.061, 1.398, 0.217], [2.778, 1.004, -1.489], [1.242, 1.831, -1.224], [2.662, 2.293, -0.284], [1.209, 0.894, 1.143], [2.687, -0.004, 0.751]],
  "lowdin_charge": [-0.012, -0.524, -0.433, -0.105, -0.186, -0.461, 0.997, 0.036, 0.060, 0.096, 0.072, 0.071, 0.074, 0.061, 0.058, 0.065, 0.071, 0.061],
  "homo_ev": -7.56,
  "orbital_gap_ev": 8.5,
  "total_charge": 0,
  "lumo_ev": 0.94
}

Going by the computed energies, the most stable comes first: x, w.

w.
{
  "formula": "C6H11P",
  "method": "ωB97M-V/def2-TZVPD",
  "symbols": ["C", "C", "C", "C", "C", "C", "P", "H", "H", "H", "H", "H", "H", "H", "H", "H", "H", "H"],
  "positions_angstrom": [[-1.589, 0.645, -0.749], [0.152, -1.022, -0.757], [-0.337, -2.207, -1.000], [-2.659, -0.042, -0.064], [1.544, 1.234, -1.458], [1.670, 0.222, 1.166], [1.792, -0.371, -0.586], [-1.399, -2.385, -1.102], [0.278, -3.090, -1.115], [-2.413, 0.206, 0.980], [-3.649, 0.373, -0.289], [-2.678, -1.136, -0.141], [0.680, 1.746, -1.029], [2.439, 1.850, -1.373], [1.347, 1.032, -2.512], [2.533, 0.844, 1.395], [0.753, 0.791, 1.309], [1.675, -0.638, 1.834]],
  "lowdin_charge": [0.167, -0.391, -0.100, -0.261, -0.331, -0.315, 0.797, 0.028, 0.050, 0.102, 0.068, 0.048, -0.005, 0.028, 0.034, 0.029, 0.024, 0.027],
  "homo_ev": [-7.30, -7.31],
  "orbital_gap_ev": [7.0, 7.0],
  "total_charge": 0,
  "lumo_ev": [-0.30, -0.31]
}

x.
{
  "formula": "C6H11P",
  "method": "ωB97M-V/def2-TZVPD",
  "symbols": ["C", "C", "C", "C", "C", "C", "P", "H", "H", "H", "H", "H", "H", "H", "H", "H", "H", "H"],
  "positions_angstrom": [[-0.965, 0.093, 1.342], [-0.399, 0.070, -0.094], [-0.723, 1.400, -0.764], [-0.917, -1.119, -0.942], [1.094, -0.013, 0.054], [2.356, -0.019, -0.168], [4.053, -0.365, 0.363], [-0.704, 0.996, 1.997], [-0.809, -0.802, 2.048], [-1.994, 0.199, 1.317], [-1.671, 1.852, -0.345], [-0.799, 1.345, -1.841], [0.022, 2.205, -0.577], [-1.857, -0.785, -1.463], [-0.131, -1.414, -1.585], [-1.088, -2.078, -0.294], [4.470, 0.648, -0.475], [4.357, -1.320, -0.721]],
  "lowdin_charge": [-0.086, -0.618, -0.071, -0.044, -0.074, -0.376, 0.725, 0.109, 0.109, 0.036, 0.099, 0.075, 0.092, 0.096, 0.054, 0.116, -0.148, -0.093],
  "smiles": "CC(C)(C)C#CP",
  "homo_ev": -8.96,
  "orbital_gap_ev": 9.8,
  "total_charge": 0,
  "lumo_ev": 0.83
}

Going by the computed energies, the most stable comes first: x, w.